Version a
24
Properties=species:S:1:pos:R:3 method="wB97M-V/def2-TZVPD" charge=-1
C -0.1617 0.4316 -1.5033
N -0.0480 -0.9662 -1.7132
C -1.0063 -2.0492 -1.1795
O -1.4229 -1.8806 0.0786
C 0.6566 1.0588 -0.2605
C -0.4048 1.3705 0.7918
C 0.2208 2.0178 2.1069
N 1.4219 2.1874 -0.7538
H 0.1553 1.0117 -2.3836
H -1.2247 0.6237 -1.3054
H 0.8021 -1.4155 -1.9973
H -1.8222 -2.0390 -1.9332
H -0.3522 -2.9540 -1.2840
H 1.2328 0.2085 0.0690
H -0.8178 0.3836 1.0368
H -1.2622 1.9416 0.4238
H -0.1948 2.9944 2.3091
H 1.2997 1.9170 2.0034
H -0.0514 1.2611 2.8406
H 2.3838 2.2253 -0.4719
H 0.9373 3.0121 -1.0561
H -0.2552 -2.0892 1.1705
H 1.1170 -1.6010 1.5257
O 0.4363 -2.1334 1.9290

***

Version b
24
Properties=species:S:1:pos:R:3 method="wB97M-V/def2-TZVPD" charge=-1
C 1.2936 -0.1754 -0.0512
N 1.6139 0.8557 -1.0334
C 0.5535 0.9927 -2.0756
N 0.5345 -0.1082 -3.0141
C 1.0807 0.3546 1.4091
C -0.3996 0.2761 1.7587
C -0.8883 -1.1950 1.9426
O -2.0292 -1.5387 1.2705
H 2.0547 -0.9572 0.0022
H 0.3584 -0.6763 -0.3059
H 1.6017 1.7569 -0.5653
H 0.8385 1.8914 -2.6306
H -0.4281 1.0709 -1.6227
H 1.4959 -0.4223 -3.1242
H 0.0478 -0.8890 -2.5856
H 1.6344 -0.3024 2.0711
H 1.4580 1.3677 1.4722
H -0.9435 0.7064 0.9200
H -0.6840 0.9371 2.5825
H -0.0275 -1.8211 1.6336
H -0.9973 -1.3364 3.0394
H -3.3290 -0.3222 -0.8916
H -2.2929 -0.5736 0.3145
O -2.5462 0.1082 -0.5163

***

Which one sits at the top of the stability order? version b does.

***

Version a
Below is 2 unconnected molecules or ions with the total composition C2H6N4, with properties calculated with wB97M-V/def2-TZVPD.

Geometry as XYZ:
```
12
C2H6N4, DFT wB97M-V/def2-TZVPD
C 0.9801 -0.1150 0.3309
C -1.0298 -1.0582 -0.8229
N -1.1921 0.4470 1.0231
N 2.1953 1.7859 0.2775
N 3.2833 1.6529 0.3428
N -0.3080 -0.2468 0.1470
H 1.5834 -0.7384 -0.2595
H -1.0551 -0.4374 -1.7668
H -1.9332 -1.6097 -0.5958
H -0.4064 -1.9199 -1.1347
H -1.5829 1.4054 0.6770
H -0.5345 0.8343 1.7813
```

***

Version b
12
Properties=species:S:1:pos:R:3 method="wB97M-V/def2-TZVPD"
C 1.4299 0.1978 -0.0584
C -0.7266 -0.7716 -0.0559
H -1.3885 1.4736 0.0953
H 0.0344 2.3707 0.3898
H 1.8236 1.2066 -0.0331
H 1.7887 -1.7083 -0.0062
H -0.2610 -1.6946 -0.1335
H -2.5447 -1.5413 -0.0551
N -0.4242 1.6008 -0.1350
N 0.0740 0.3254 -0.0089
N 2.1911 -0.7647 -0.0065
N -1.9968 -0.6944 0.0074

***

Version c
Below is 2 unconnected molecules or ions with the total composition C2H6N4, with properties calculated with wB97M-V/def2-TZVPD.

Geometry as XYZ:
```
12
C2H6N4, DFT wB97M-V/def2-TZVPD
C 1.6200 0.1240 1.3590
C -1.3929 1.3958 -0.7168
N 1.4907 -0.5179 0.3215
N -1.4907 0.1447 -0.8657
N -0.7157 -1.9463 -1.0826
N -0.9091 -0.8432 -0.3471
H 2.6103 0.3668 1.7716
H 0.7984 0.5053 1.9798
H -2.2004 2.0065 -1.0824
H -0.5239 1.8713 -0.2736
H -0.2157 -2.6406 -0.5444
H -0.3307 -1.8122 -2.0160
```

***

Version d
12
Properties=species:S:1:pos:R:3 method="wB97M-V/def2-TZVPD" smiles="C=NN=C(N)N"
C 0.5308 -0.1276 0.1203
N 0.7568 1.2614 0.1406
N 1.6390 -0.8271 -0.2842
C -1.9163 -0.0482 -0.2850
N -0.2939 -0.7823 0.9763
N -1.5146 -0.3288 0.9485
H -0.0355 1.7948 0.4667
H 1.5994 1.5112 0.6456
H 2.2563 -0.3823 -0.9440
H 1.5544 -1.8301 -0.3045
H -2.8485 0.4978 -0.3778
H -1.7281 -0.7387 -1.1026

***

Which one sits at the top of the stability order? version b does.

***

Version a
10
Properties=species:S:1:pos:R:3 method="wB97M-V/def2-TZVPD" smiles="C1=CCN=CN=1"
C -0.1876 -0.8648 1.5546
C -1.4880 0.8100 1.0025
C 0.1852 0.0110 -0.4691
C 0.7175 -1.0331 0.6400
N -1.2132 -0.1715 1.7775
N -0.8020 1.0133 -0.0733
H -2.2660 1.5374 1.3625
H 1.0183 0.6151 -0.7470
H -0.4351 -0.4729 -1.2983
H 1.3310 -1.8708 0.3975

***

Version b
Below is a molecular structure, C4H4N2, with properties calculated with wB97M-V/def2-TZVPD.

Geometry as XYZ:
```
10
C4H4N2, DFT wB97M-V/def2-TZVPD
N -0.0098 0.4231 -1.1638
C -0.1536 0.5391 0.7582
C -0.4520 -0.5209 -0.1494
C -0.8005 -1.8151 -0.0382
C 0.9187 0.4909 1.7120
N 1.8281 0.4654 2.4311
H 0.9759 0.4404 -1.3926
H -0.6221 0.7894 -1.8910
H -0.7500 1.4485 0.7746
H -0.9346 -2.2608 -1.0409
```

***

Version c
10
Properties=species:S:1:pos:R:3 method="wB97M-V/def2-TZVPD" smiles="N#CCC=C=N"
C 1.3692 0.5607 -0.1605
C -1.9680 0.0353 -0.0269
C -0.8177 -0.7154 0.1946
C 0.4584 -0.2906 -0.5759
N 2.1141 1.4290 0.1953
N -2.8343 0.7498 0.0458
H -0.7235 -0.6225 1.2252
H -1.0440 -1.8239 -0.0182
H 0.5488 -0.7165 -1.6367
H 2.8970 1.3940 0.7573

***

Which one sits at the top of the stability order? version c does.

***

Version a
17
Properties=species:S:1:pos:R:3 method="wB97M-V/def2-TZVPD" smiles="CCCC(=O)O.O"
O 1.3645 -2.5285 -0.5166
C 0.7889 -1.8515 -1.3282
O 0.6106 -2.2683 -2.5889
C 0.4215 -0.4120 -1.1611
C -1.1668 -0.3417 -1.1524
C -1.7012 1.0182 -0.9745
H 0.9720 -3.1165 -2.8547
H 0.7274 0.1137 -2.0508
H 0.9268 0.1304 -0.3578
H -1.3809 -0.8886 -2.0663
H -1.5636 -0.9728 -0.3425
H -1.4041 1.4987 -0.0302
H -2.8169 1.0045 -0.9943
H -1.3094 1.7621 -1.6687
H 1.8606 1.8163 6.7127
H 1.9942 2.4970 5.2398
O 1.6763 2.5389 6.1345

***

Version b
Below is 3 unconnected molecules or ions with the total composition C4H10O3, with properties calculated with wB97M-V/def2-TZVPD.

Geometry as XYZ:
```
17
C4H10O3, DFT wB97M-V/def2-TZVPD
C -1.0838 0.0335 1.4296
C 1.5244 0.8088 0.9145
O 0.6424 -0.2197 0.4000
H 1.3486 0.8988 1.9864
H -2.0657 -0.2327 1.0538
H -1.0454 1.0869 1.6805
H -0.7437 -0.6750 2.1750
H 1.3466 1.7697 0.4353
H 2.5275 0.4457 0.7152
C -1.0525 -1.1373 -1.2645
C -0.4024 0.1240 -0.7715
O 1.6299 -0.3678 -1.5260
O -0.6839 1.2652 -1.0702
H 1.6523 0.5202 -1.9223
H -0.8386 -1.9944 -0.6283
H -0.6305 -1.3531 -2.2473
H -2.1251 -0.9727 -1.3600
```

***

Which one sits at the top of the stability order? version a does.

***

Version a
17
Properties=species:S:1:pos:R:3 method="wB97M-V/def2-TZVPD" smiles="CCOC(C)=O.O"
O -1.7596 -2.4086 -2.1195
O -1.8470 -0.2005 -1.5120
C -1.8138 -1.1995 -2.3742
C -1.7329 -0.6988 -3.7924
C 0.0000 0.0000 0.0000
C -1.4177 -0.4518 -0.2291
H -0.9502 -1.2691 -4.3204
H -1.4189 0.3569 -3.7323
H -2.6655 -0.7557 -4.3785
H 0.3055 0.0632 1.0580
H 0.1811 0.9777 -0.4774
H 0.6248 -0.7578 -0.5020
H -1.5939 -1.4915 0.1079
H -2.0200 0.2174 0.4151
O -3.5860 -4.0218 0.8943
H -3.1723 -3.9205 0.0073
H -3.2953 -4.9096 1.2036

***

Version b
17
Properties=species:S:1:pos:R:3 method="wB97M-V/def2-TZVPD" smiles="C=C/C=C/O.O.O"
C -1.6285 2.3096 3.0062
C -1.0437 1.4469 2.1929
C -0.1285 1.9050 1.1281
C 0.8114 1.1632 0.5650
O 1.6346 1.6282 -0.4339
H -2.3617 2.0091 3.7607
H -1.5752 3.3855 2.9673
H -1.3341 0.3993 2.1720
H -0.2611 2.9408 0.8654
H 1.0289 0.1477 0.8686
H 1.8772 2.5370 -0.2305
H 0.2568 -2.4914 -2.5871
H 0.4209 -1.0301 -2.1073
O 0.7185 -1.6653 -2.7659
H -0.2464 -5.5284 -2.5762
H -1.0399 -4.7468 -1.4722
O -0.4343 -4.6550 -2.2114

***

Version c
17
Properties=species:S:1:pos:R:3 method="wB97M-V/def2-TZVPD" smiles="C=CC(=C)O.O.O"
C 1.4082 0.7969 0.8140
C 1.3905 -0.0790 -0.2049
O 1.0052 0.3219 -1.4661
C 1.1243 -1.5589 0.0446
C 0.9187 -2.4076 -0.9508
H 1.6383 1.8325 0.5421
H 1.4212 0.4191 1.8273
H 0.0622 0.1270 -1.5660
H 1.1495 -1.8275 1.1234
H 1.0768 -2.1163 -1.9797
H 1.0102 -3.4719 -0.7893
H -1.9452 2.1757 2.5991
H -1.4744 1.1746 1.5292
O -2.1446 1.3224 2.2177
H -2.2057 1.9142 -1.2168
H -2.5490 0.3728 -1.4098
O -1.8861 1.0042 -1.1144

***

Version d
Below is C4H10O3 in the gas phase, with properties calculated with wB97M-V/def2-TZVPD.

Geometry as XYZ:
```
17
C4H10O3, DFT wB97M-V/def2-TZVPD
C -1.8035 0.6625 0.3402
O -0.4275 1.0329 0.3852
C 0.2316 1.3169 -0.9408
C 0.9706 -0.0298 0.4786
O 0.5281 -0.7469 1.5955
C 1.3125 -1.1096 -0.5383
O 0.1612 -1.8319 -0.9139
H -2.1756 0.4907 1.3563
H -1.9385 -0.2326 -0.2729
H -2.3562 1.4951 -0.1144
H -0.3246 0.7088 -1.6646
H 0.0600 2.3842 -1.1416
H 1.7539 0.6814 0.7096
H 0.3735 -0.1204 2.3153
H 2.0482 -1.7780 -0.0583
H 1.7511 -0.6747 -1.4315
H -0.1649 -2.2485 -0.1043
```

***

Which one sits at the top of the stability order? version a does.